Record 1
This record from OMol25 describes the ion C4H8N3 with charge +1. The level of theory is wB97M-V/def2-TZVPD.

Each line ends with the Löwdin charge.
Atoms and positions in Å:
N 2.324 0.884 -0.053  0.272
N -2.295 0.896 0.010  0.233
N 0.027 1.252 -0.078  0.274
C 1.083 0.439 0.042  -0.392
C -0.758 -1.043 -0.041  -0.097
C -1.084 0.441 -0.072  -0.356
C 0.781 -1.045 -0.004  -0.100
H -3.011 0.178 0.143  0.151
H -1.174 -1.695 0.738  0.129
H -2.624 1.864 0.168  0.167
H -1.292 -1.318 -0.966  0.134
H 1.049 -1.692 0.966  0.162
H 2.366 1.938 0.158  0.191
H 3.132 0.434 -0.238  0.093
H 1.476 -1.531 -0.773  0.141

Summary:
2S+1: 3
Total charge: +1
Orbital gap (spin up / spin down) in eV: 7.121 / 7.046
Expectation value of S²: 2.01
Lowest unoccupied orbital energy (spin up / spin down) in eV: -2.9 / -8.3

Record 2
This record from OMol25 describes a cluster of 2 separate species, C4H8N3O in total. The level of theory is wB97M-V/def2-TZVPD.

Each line ends with the Löwdin charge.
Atoms and positions in Å:
O -2.839 -0.583 -0.450  0.040
N -1.463 -0.583 -0.197  0.033
N -2.230 1.424 0.223  0.110
N 2.033 -0.160 0.418  -0.018
C -1.098 0.570 0.228  -0.171
C -3.233 0.641 -0.219  -0.081
C 1.497 0.823 -0.221  0.121
C 2.108 -1.510 -0.021  -0.057
H 1.700 -2.404 0.653  0.159
H 1.488 1.743 0.291  0.100
H -2.232 2.365 0.732  0.202
H -4.274 0.681 -0.294  0.148
H 2.630 0.081 1.147  0.142
H 1.151 0.509 -1.176  0.101
H 3.123 -1.920 -0.188  0.109
H 1.639 -1.678 -0.927  0.062

Summary:
Total charge: +1
Orbital gap (spin up / spin down) in eV: 9.161 / 9.160
Lowest unoccupied orbital energy (spin up / spin down) in eV: -3.9 / -3.9

Record 3
This record from OMol25 describes the ion C4H8N3O2 with charge -1. The level of theory is wB97M-V/def2-TZVPD.

Each line ends with the Löwdin charge.
Atoms and positions in Å:
O 2.389 -0.577 1.022  -0.010
O 2.512 -0.763 -1.150  -0.045
N 0.530 2.687 0.280  0.050
N -0.612 -0.613 0.109  -0.253
N -0.286 -2.008 -0.247  -0.009
C 0.360 1.483 0.627  -0.285
C -1.963 -0.249 -0.260  -0.168
C 0.479 0.395 -0.331  -0.191
C 2.022 -0.399 -0.102  -0.753
H -2.475 -1.126 -0.762  0.065
H -2.624 0.071 0.679  0.087
H -2.165 0.570 -1.005  0.066
H 0.669 3.276 1.124  0.032
H -0.061 1.263 1.653  0.131
H 0.586 -2.221 -0.875  0.103
H 0.532 0.544 -1.406  0.120
H 0.107 -2.334 0.646  0.060

Summary:
SMILES: [H]/N=C/[C@@H](C(=O)[O-])N(C)N
Total charge: -1
Orbital gap in eV: 8.255
Lowest unoccupied orbital energy in eV: 3.9

Record 4
This record from OMol25 describes the ion C4H8N3O2 with charge +1. The level of theory is wB97M-V/def2-TZVPD.

Each line ends with the Löwdin charge.
Atoms and positions in Å:
O -1.314 0.501 -1.216  -0.097
O 3.057 -0.671 0.518  0.103
N -0.166 0.389 -0.577  0.087
N -0.369 -0.212 0.520  0.113
N 0.710 -0.526 1.280  -0.051
C 2.189 0.280 -0.523  0.188
C 0.699 -1.499 2.376  0.052
C -1.428 1.372 -2.355  -0.004
C 1.852 -0.244 0.646  -0.449
H -2.497 1.721 -2.498  0.129
H 1.803 -1.315 2.801  0.172
H -0.101 -1.112 3.012  0.106
H -1.222 -0.731 0.851  0.240
H 2.594 1.249 -0.808  0.110
H 0.675 -2.533 2.244  0.079
H -0.569 2.151 -2.171  0.131
H -1.033 0.896 -3.258  0.091

Summary:
SMILES: CO/N=[NH+]/N(C)C1=CO1
Total charge: +1
Orbital gap (spin up / spin down) in eV: 7.269 / 7.265
Lowest unoccupied orbital energy (spin up / spin down) in eV: -5.4 / -5.4

Record 5
This record from OMol25 describes an isolated molecule of C4H8N3O2P. The level of theory is wB97M-V/def2-TZVPD.

Each line ends with the Löwdin charge.
Atoms and positions in Å:
P 0.169 0.990 2.259  0.401
O -1.163 0.369 1.943  -0.318
O 0.810 0.723 3.499  -0.300
N -0.908 -1.344 -0.837  0.013
N -0.294 0.871 -0.608  0.024
N 2.704 0.110 1.255  0.214
C -1.456 0.026 -0.807  -0.200
C 1.516 0.394 1.035  -0.250
C 0.849 0.003 -0.362  -0.311
C 0.388 -1.318 -0.631  -0.153
H -1.566 -2.227 -0.837  0.207
H 1.638 0.293 -1.192  0.180
H 0.959 -2.205 -0.500  0.109
H -2.020 0.443 -1.663  0.119
H 0.249 2.296 1.803  0.054
H -2.290 0.035 -0.011  0.131
H -0.429 1.522 0.091  0.029
H 3.045 0.240 2.147  0.051

Summary:
2S+1: 3
Total charge: 0
Orbital gap (spin up / spin down) in eV: 6.558 / 5.737
Expectation value of S²: 2.01
Lowest unoccupied orbital energy (spin up / spin down) in eV: 0.3 / -3.6

Record 6
This record from OMol25 describes the ion C4H8N3OS with charge -1. The level of theory is wB97M-V/def2-TZVPD.

Each line ends with the Löwdin charge.
Atoms and positions in Å:
S 2.451 -1.268 0.603  0.471
O 3.383 1.194 -0.564  -0.208
N -0.661 -0.980 -0.134  -0.286
N 1.949 1.204 -0.347  -0.055
N -0.354 -2.156 -0.566  0.091
C -0.690 1.343 0.595  -0.095
C -2.116 -0.713 -0.328  -0.070
C 0.043 0.088 0.228  -0.324
C 1.510 0.092 0.129  -0.847
H 0.060 2.070 1.015  0.078
H -2.426 -0.678 0.679  0.056
H 3.590 0.249 -0.190  -0.045
H 0.572 -2.302 -0.242  -0.082
H -2.462 0.191 -0.962  0.102
H -2.551 -1.522 -0.892  0.056
H -0.840 1.940 -0.367  0.098
H -1.457 1.248 1.342  0.059

Summary:
2S+1: 3
Total charge: -1
Orbital gap (spin up / spin down) in eV: 5.021 / 6.663
Expectation value of S²: 2.02
Lowest unoccupied orbital energy (spin up / spin down) in eV: 3.7 / 3.2